# 1
The following is a DFT calculation (ωB97M-V with the def2-TZVPD basis set) of one molecule with the formula C4H9NO.

Values from the calculation:
Relative energy (zero: lowest compared OMol25 entry of this formula, charge and spin) (eV): 2.482
Largest force on an atom (eV/Å): 0.40
E (eV): -7829.838
Structure (SMILES): OCCN1CC1
LUMO (eV): 1.13
Gap between HOMO and LUMO (eV): 10.65
E_HOMO (eV): -9.53

Atoms and positions in Å:
O (0.307, -1.238, -1.782)
N (-0.488, 0.620, -0.160)
C (1.308, -0.887, -0.851)
C (-1.337, -0.258, 0.622)
C (-1.197, 1.176, 0.978)
C (0.942, 0.373, -0.030)
H (1.476, 1.258, -0.396)
H (-0.286, -0.473, -1.846)
H (-2.226, -0.621, 0.113)
H (-0.837, -0.989, 1.258)
H (1.242, 0.219, 1.021)
H (1.457, -1.741, -0.171)
H (-2.000, 1.870, 0.742)
H (-0.627, 1.418, 1.875)
H (2.265, -0.725, -1.375)

Here are the Löwdin charges for atoms 1 to 2, given in e: O -0.081; N -0.159



# 2
The following is a DFT calculation (ωB97M-V with the def2-TZVPD basis set) of one molecule with the formula C4H9NO in a non-equilibrium geometry.

Values from the calculation:
Relative energy (zero: lowest compared OMol25 entry of this formula, charge and spin) (eV): 3.344
Largest force on an atom (eV/Å): 1.26
E (eV): -7828.976
Structure (SMILES): C=C([O-])[NH2+]CC
LUMO (eV): 0.60
Gap between HOMO and LUMO (eV): 7.87
E_HOMO (eV): -7.27

Atoms and positions in Å:
O (0.385, -0.459, -2.663)
N (0.342, 0.963, -0.802)
C (-0.932, 0.416, 0.145)
C (1.095, -1.251, -0.481)
C (0.714, -0.423, -1.484)
C (-0.677, 0.091, 1.636)
H (0.154, 0.680, 2.022)
H (-1.561, 0.375, 2.231)
H (-0.466, -0.967, 1.844)
H (1.458, -0.858, 0.463)
H (1.176, 1.369, -0.347)
H (1.141, -2.305, -0.676)
H (-1.609, 1.248, 0.048)
H (0.150, 1.601, -1.602)
H (-1.370, -0.480, -0.336)

Here are the Löwdin charges for atoms 1 to 2, given in e: O -0.017; N 0.098



# 3
The following is a DFT calculation (ωB97M-V with the def2-TZVPD basis set) of C4H9NO as an isolated structure in a non-equilibrium geometry.

Values from the calculation:
Relative energy (zero: lowest compared OMol25 entry of this formula, charge and spin) (eV): 6.226
Largest force on an atom (eV/Å): 6.50
E (eV): -7826.094
LUMO (eV): 0.97
Gap between HOMO and LUMO (eV): 9.30
E_HOMO (eV): -8.33

Atoms and positions in Å:
O (1.999, 1.491, 0.176)
N (0.661, 1.072, 0.158)
C (0.481, -0.182, 0.057)
C (-0.972, -0.547, 0.021)
C (1.552, -1.214, -0.078)
C (-1.749, 0.762, 0.110)
H (-2.306, 1.086, -1.033)
H (1.932, 2.444, 0.313)
H (2.318, -1.052, 0.688)
H (-1.192, -1.230, 0.847)
H (1.145, -2.223, 0.021)
H (-1.717, 1.169, 1.123)
H (-3.021, 0.600, -0.430)
H (-1.171, -1.066, -0.922)
H (2.042, -1.109, -1.052)

Here are the Löwdin charges for atoms 1 to 2, given in e: O -0.054; N 0.005



# 4
The following is a DFT calculation (ωB97M-V with the def2-TZVPD basis set) of a 2-piece molecular cluster, C4H9NO overall in a non-equilibrium geometry.

Values from the calculation:
Relative energy (zero: lowest compared OMol25 entry of this formula, charge and spin) (eV): 4.080
Largest force on an atom (eV/Å): 3.58
E (eV): -7828.240
Structure (SMILES): C=N/C=C/C.O
LUMO (eV): -0.43
Gap between HOMO and LUMO (eV): 7.89
E_HOMO (eV): -8.32

Atoms and positions in Å:
O (2.784, -0.393, 1.022)
N (0.771, -0.233, -1.499)
C (-2.112, -0.302, 0.965)
C (1.317, 0.930, -1.464)
C (-0.501, -0.351, -0.928)
C (-1.071, 0.311, 0.088)
H (1.475, 1.522, -2.374)
H (2.663, -1.179, 1.562)
H (-2.418, 0.431, 1.710)
H (1.274, 1.599, -0.591)
H (-1.747, -1.118, 1.590)
H (-0.727, 1.292, 0.387)
H (-3.022, -0.654, 0.470)
H (-1.035, -1.283, -1.119)
H (2.351, -0.572, 0.181)

Here are the Löwdin charges for atoms 1 to 2, given in e: O -0.064; N -0.027